No. 1
Computed, not measured: a cluster of 2 separate species, C2H5O2S in total at a distorted geometry, with ωB97M-V/def2-TZVPD.

Results
Total charge: -1
E_HOMO (spin up / spin down) (Ha): -0.1076 / -0.1151
Kohn-Sham gap (spin up / spin down) (eV): 6.8 / 7.0

Geometry as XYZ:
```
10
Properties=species:S:1:pos:R:3:forces:R:3:nbo_charge:R:1
C -0.141 -1.623 -0.773 -1.81 0.07 0.86 -1.0004
C -0.231 1.243 1.357 2.64 -1.08 0.66 -0.7419
O 1.866 0.145 -1.035 -2.15 -0.14 0.29 -0.9901
O -0.415 0.381 -2.104 -0.29 1.88 0.04 -0.9870
S 0.366 -0.023 -0.936 2.49 -1.26 -0.42 1.8303
H 0.306 -2.323 -0.115 1.14 -0.29 0.82 0.1734
H -1.212 -1.529 -0.421 0.76 -0.17 -0.86 0.1727
H 0.702 1.830 1.599 -1.16 -0.98 -0.18 0.1790
H -0.859 1.680 0.665 -1.66 0.77 -0.88 0.1749
H -0.383 0.220 1.765 0.04 1.22 -0.33 0.1891
```
Forces are in eV/Å.



No. 2
Computed, not measured: a cluster of 2 separate species, C2H5O2S in total at a distorted geometry, with ωB97M-V/def2-TZVPD.

Results
Total charge: -1
E_HOMO (Ha): -0.1015
Kohn-Sham gap (eV): 6.8

Geometry as XYZ:
```
10
Properties=species:S:1:pos:R:3:forces:R:3:nbo_charge:R:1
C -1.419 -0.828 1.443 -1.06 -0.25 -0.17 -0.7395
S 0.160 0.008 1.684 0.22 -0.10 0.12 -0.6237
H -1.397 -1.858 1.069 0.51 -0.05 -0.10 0.1685
H -2.031 -0.920 2.352 0.28 0.27 0.12 0.1732
H -2.063 -0.299 0.728 0.10 0.11 0.01 0.1740
O 0.913 2.102 -1.549 -0.14 0.30 0.10 -0.6115
C 1.423 1.044 -1.782 0.63 -1.48 -0.33 0.6597
O 1.450 -0.073 -1.068 -0.11 0.73 -0.23 -0.7365
H 1.994 0.797 -2.707 -0.14 0.55 -0.08 0.0539
H 0.972 0.028 -0.169 -0.29 -0.07 0.55 0.4819
```
Forces are in eV/Å.



No. 3
Computed, not measured: a cluster of 2 separate species, C2H5O2S2 in total at a distorted geometry, with ωB97M-V/def2-TZVPD.

Results
Total charge: -1
E_HOMO (Ha): -0.1474
Kohn-Sham gap (eV): 7.0

Geometry as XYZ:
```
11
Properties=species:S:1:pos:R:3:forces:R:3:nbo_charge:R:1
C 0.591 1.164 1.351 -1.87 -0.12 1.18 -0.7990
S 0.979 1.630 -0.317 0.28 0.42 -0.20 0.0880
S -0.968 1.620 -1.095 0.47 0.16 0.08 -0.1649
H -0.063 1.907 1.831 0.10 0.24 -0.34 0.1850
H 1.399 1.071 2.071 0.64 -0.21 -0.64 0.2315
H 0.002 0.235 1.318 0.62 -0.06 -0.02 0.3069
H -0.562 1.058 -2.237 -0.19 -0.23 -0.05 0.1325
O -0.231 -3.842 0.461 0.21 -0.11 -0.12 -0.7840
C -0.461 -2.622 0.343 -0.08 -0.76 0.58 0.6281
O 0.215 -1.655 0.755 -0.20 0.10 -0.28 -0.8122
H -1.455 -2.434 -0.141 0.00 0.57 -0.19 -0.0119
```
Forces are in eV/Å.



Calculated energy, -17081.9164 -17086.6189 -27921.5959 eV (same order as the records).
Calculated relative energy (zero: lowest compared OMol25 entry of this formula, charge and spin), 120.46 12.02 23.87 kcal/mol (same order as the records).